# 1
72
Properties=species:S:1:pos:R:3:forces:R:3:mulliken_charge:R:1 method="wB97M-V/def2-TZVPD" gap_ev=7.82 total_charge=+3 e_lumo_ev=-8.81
Hf -0.570986 0.425340 -0.791104 -0.4 0.2 0.5 1.99
S 0.225051 0.516950 -3.419829 0.2 -0.1 0.0 1.39
P -3.430676 0.599654 1.494086 0.1 0.0 0.0 -0.34
P 2.071338 -0.178812 -0.696421 -0.2 0.0 0.0 0.78
O -0.475641 -0.584951 -2.609929 0.1 -0.2 -0.1 -0.62
O -0.357717 0.811884 -4.665241 0.0 0.0 0.0 -0.60
O 0.137211 1.625978 -2.366671 -0.1 0.0 -0.1 -0.54
N -4.127319 2.821979 -0.085952 0.0 -0.1 0.0 0.19
N -2.105249 -1.140076 -0.328000 0.2 0.3 -0.1 0.05
N -3.969316 -1.962411 0.475618 0.1 0.0 0.1 0.17
N -1.471358 0.998265 3.465491 0.0 0.0 -0.1 0.15
N -2.255338 1.893072 -0.742599 0.2 -0.1 0.1 0.01
N -0.595257 0.822658 1.459797 0.0 -0.2 -0.2 0.05
C 3.214302 2.133859 0.224523 0.0 0.0 0.0 -0.44
C 3.279449 0.738467 0.261844 0.1 -0.1 -0.1 0.50
C 4.172960 2.885643 0.882832 0.0 0.0 0.0 -0.72
C 4.313868 0.101202 0.948706 -0.1 -0.1 0.0 -0.15
C -2.314566 -2.370116 -0.901890 0.1 -0.1 0.0 -0.56
C 5.265779 0.861674 1.609600 0.0 0.0 0.0 -0.78
C -3.258439 1.826508 0.148991 -0.1 0.0 0.0 0.12
C 1.907723 0.040837 -3.545678 -0.2 0.1 0.0 0.88
C 1.669773 -2.900896 -1.038868 0.1 0.0 0.0 -0.71
C 2.428077 -0.020898 -4.826643 0.0 0.0 -0.1 -0.58
C -3.463924 -2.890469 -0.393334 0.0 0.0 -0.1 -0.61
C 0.419346 1.043205 2.362903 0.0 0.1 0.1 -0.46
C -5.216876 -2.119502 1.233202 0.0 0.0 0.0 -0.75
C 1.413666 -4.191640 -0.599969 0.0 0.0 0.0 -0.80
C -3.673134 3.547987 -1.152565 0.0 0.0 0.0 -0.51
C 3.751369 -0.410205 -5.002470 0.0 0.0 0.1 -0.74
C -0.120939 1.157571 3.606285 0.0 0.0 0.0 -0.74
C -2.442604 1.067194 4.563991 0.0 0.0 0.0 -0.75
C 1.812552 -2.157627 1.260278 -0.1 0.0 0.0 -0.29
C 1.358922 -4.466931 0.759905 0.0 0.0 0.0 -0.64
C -5.364322 3.106691 0.650943 -0.1 0.0 0.0 -0.75
C -1.739006 0.794241 2.166234 0.0 0.1 0.0 0.06
C 5.194848 2.248861 1.577465 0.0 0.0 0.0 -0.57
C 4.527662 -0.729286 -3.901649 -0.1 0.0 0.0 -0.81
C 1.884680 -1.879297 -0.108263 -0.1 0.0 -0.2 0.64
C 3.992442 -0.656007 -2.617028 0.0 0.0 0.0 -0.44
C 1.557208 -3.450778 1.687286 0.0 0.0 0.0 -0.89
C -3.134325 -0.912260 0.506681 0.0 0.0 0.0 0.10
C 2.674289 -0.276502 -2.414196 0.0 0.1 0.1 -0.60
C -2.509684 2.970643 -1.557161 0.0 0.0 -0.1 -0.56
H -5.845491 3.961728 0.186760 0.0 0.0 0.0 0.32
H -5.651789 -3.079765 0.974740 0.0 0.0 0.0 0.33
H 1.280348 -4.986128 -1.322152 0.0 0.0 0.0 0.51
H 1.531351 -3.672235 2.745725 0.0 0.0 0.0 0.50
H 4.130935 3.965695 0.848031 0.0 0.0 0.0 0.46
H -3.069251 0.179310 4.562272 0.0 0.0 0.0 0.34
H -1.856725 3.244542 -2.367842 0.0 0.0 0.0 0.59
H 5.557489 -1.032907 -4.031731 0.0 0.0 0.0 0.47
H -5.917732 -1.331685 0.968677 0.0 0.0 0.0 0.32
H 2.431594 2.635765 -0.336854 0.0 0.0 0.0 0.40
H -3.054854 1.960451 4.465513 0.0 0.0 0.0 0.33
H -6.034031 2.252010 0.598992 0.0 0.0 0.0 0.33
H 1.809211 0.231609 -5.677286 0.0 0.0 0.0 0.60
H 1.451681 1.123757 2.065954 0.0 0.0 0.0 0.58
H 4.380144 -0.979923 0.969286 0.0 0.0 0.0 0.49
H 4.622789 -0.896086 -1.769559 0.0 0.0 0.0 0.52
H -5.136842 3.346233 1.686711 0.0 0.0 0.0 0.33
H -1.635205 -2.787767 -1.624707 0.0 0.0 0.0 0.62
H -4.209883 4.401067 -1.530737 0.0 0.0 0.0 0.46
H 1.980806 -1.375845 1.991330 0.0 0.0 0.0 0.51
H -1.895413 1.112044 5.500320 0.0 0.0 0.0 0.32
H 6.069335 0.372308 2.142943 0.0 0.0 0.0 0.47
H -3.964433 -3.825010 -0.579534 0.0 0.0 0.0 0.46
H 5.944880 2.837357 2.088403 0.0 0.0 0.0 0.44
H -5.010149 -2.098046 2.300254 0.0 0.0 0.0 0.34
H 4.165114 -0.458678 -5.999994 0.0 0.0 0.0 0.45
H 1.176628 -5.477532 1.099736 0.0 0.0 0.0 0.47
H 0.332780 1.338434 4.565458 0.0 0.0 0.0 0.48
H 1.740854 -2.702418 -2.101883 0.0 0.0 0.0 0.42

---

# 2
61
Properties=species:S:1:pos:R:3:forces:R:3:mulliken_charge:R:1 method="wB97M-V/def2-TZVPD" de_lowest_ev=0.8854 gap_ev=4.70 total_charge=+1 e_lumo_ev=-4.86
N -0.736072 -0.338064 2.782132 0.5 -1.8 -1.3 0.26
N 4.760543 -1.248116 1.211138 0.0 -0.1 0.1 0.10
C -0.548290 1.757691 -3.939931 1.5 -0.5 1.6 -0.70
C 1.808407 1.453185 -0.098818 0.9 -0.9 0.8 0.84
C 3.640473 0.904525 1.442176 0.0 -0.4 -0.1 -0.85
C -2.367669 1.567648 3.032667 -0.3 0.0 -0.2 -0.94
C -1.846183 0.438274 2.412686 -0.2 0.3 -1.0 0.19
C -0.788841 3.319242 -2.259511 -0.8 0.0 -1.5 -1.20
C -3.095057 -2.119848 -3.754454 -0.1 0.0 0.0 -0.70
C 0.909217 2.434170 -0.612426 -1.3 0.4 -2.0 -0.60
C -2.079945 -2.061769 -2.808070 0.0 0.0 0.6 -0.44
C -3.785018 1.873539 1.068404 0.3 -0.4 0.0 -1.00
C 1.867970 0.119039 -0.589600 0.1 0.5 0.5 0.03
C 3.761086 -0.393828 0.855423 0.0 0.2 -0.1 1.77
C -2.278665 -0.003141 1.137256 0.2 0.2 0.6 0.84
C 0.384413 1.436884 -2.943436 -1.1 -0.2 -1.3 -0.75
C 0.101204 -0.125972 3.948174 0.4 -0.1 0.5 -0.80
C 2.808106 -0.780869 -0.131693 0.1 0.1 0.2 -1.00
C 5.012573 -2.480928 0.487600 -0.1 -0.1 0.0 -1.11
C -4.767254 -1.931041 -1.999024 0.3 0.0 0.1 -0.61
C -3.756066 -1.860140 -1.044825 0.3 0.2 -0.1 -0.42
C -3.363816 2.281722 2.343012 0.3 -0.4 0.1 -0.72
C -1.269636 2.937212 -3.518561 0.5 0.7 2.0 -0.51
C 2.688298 1.787513 0.976728 -0.6 -0.3 -0.8 -1.35
C 0.233142 2.376651 -1.832591 0.8 0.1 0.9 1.01
C -2.382923 -1.877752 -1.429782 -0.7 -0.1 -0.9 0.55
C -1.316115 -1.765146 -0.481705 0.1 0.0 1.4 -0.65
C -0.474345 -1.263263 1.820403 -0.1 1.5 0.8 -1.26
C 5.710090 -0.974059 2.273077 0.2 0.1 0.0 -1.16
C -4.440812 -2.045919 -3.358567 0.4 0.0 0.2 -0.40
C -3.236899 0.735214 0.457257 -0.4 0.4 0.1 -0.05
C -1.386842 -1.105842 0.748443 -0.4 -0.2 -0.9 1.31
H -3.812388 3.162413 2.800352 0.2 -0.2 -0.1 0.41
H 6.629555 -0.509561 1.881120 -0.2 0.0 0.1 0.34
H 4.687262 -2.400583 -0.554340 0.2 0.0 0.2 0.35
H -2.037090 3.439256 -4.095517 0.1 0.0 0.1 0.46
H -0.691213 1.228887 -4.876074 0.1 0.1 0.1 0.48
H 5.282713 -0.318143 3.037020 0.1 -0.3 -0.1 0.35
H -4.552079 2.438853 0.538617 0.3 -0.1 0.2 0.43
H 0.765272 3.335517 -0.006479 -0.1 -0.3 -0.1 0.30
H 5.994647 -1.926880 2.738717 -0.1 0.3 0.0 0.43
H 2.602656 2.786981 1.404063 0.1 -0.2 0.0 0.40
H -5.810821 -1.888834 -1.678140 0.4 -0.1 -0.2 0.42
H -1.025936 -2.133740 -3.094289 -0.4 0.1 -0.1 0.35
H 1.141599 0.060793 3.642575 -0.4 0.1 0.0 0.28
H 4.316861 1.212147 2.242073 -0.2 -0.1 -0.4 0.28
H -4.012401 -1.763720 0.014397 0.1 -0.1 -0.4 0.64
H 2.814437 -1.793866 -0.542150 0.0 0.4 0.2 0.27
H -0.274102 0.735519 4.503306 0.1 -0.2 -0.1 0.26
H -2.006387 1.862382 4.016798 -0.2 0.1 -0.3 0.31
H -3.567989 0.411896 -0.528641 0.1 0.4 0.3 0.45
H -2.837423 -2.231230 -4.809140 -0.1 0.0 0.3 0.41
H 1.145671 0.667058 -3.002099 -0.2 0.2 -0.2 0.67
H 0.336415 -1.983541 1.903665 -0.1 0.3 0.1 0.46
H -5.234308 -2.091667 -4.105483 0.3 0.0 0.2 0.41
H -0.369194 -2.270577 -0.706989 -0.3 0.1 0.0 0.62
H 6.089621 -2.688873 0.505789 -0.3 0.1 -0.1 0.42
H 4.492204 -3.332923 0.952631 0.1 0.1 -0.1 0.30
H 1.140984 -0.223435 -1.320848 0.2 0.2 0.2 0.08
H -1.071716 4.177069 -1.656226 -0.1 -0.2 -0.2 0.41
H 0.098077 -1.008010 4.601711 -0.2 0.2 -0.2 0.34

---

# 3
68
Properties=species:S:1:pos:R:3:forces:R:3:mulliken_charge:R:1 method="wB97M-V/def2-TZVPD" de_lowest_ev=0.0730 gap_ev=8.32 total_charge=+2 e_lumo_ev=-5.72
Pt -0.509684 0.112671 0.837086 0.1 0.0 0.1 0.72
S -0.444629 0.121299 -3.781721 -0.1 0.1 0.0 -0.15
S -2.800137 0.129705 1.092360 0.0 0.0 -0.2 -0.58
P -0.223400 -0.297920 3.036141 0.0 0.1 0.0 1.09
O 2.074370 -0.569157 -0.423888 0.1 0.0 0.0 -0.48
N -3.139265 2.103435 -0.702130 0.1 0.0 0.0 -0.04
N -0.505020 0.505247 -1.253546 -0.1 0.0 0.1 0.59
N 1.543291 0.003346 0.736235 0.0 -0.1 0.0 0.13
N -4.369128 0.203981 -1.043434 0.0 0.0 0.0 -0.12
C 0.537583 4.012758 -1.810588 0.0 0.0 0.0 -0.86
C 1.411061 -2.125968 4.328240 -0.1 0.0 -0.1 -0.06
C 1.945257 2.382358 5.255036 0.0 0.0 0.0 -0.80
C -0.705863 -0.387668 -2.177757 0.0 0.0 0.0 -0.33
C 0.193640 2.886738 -1.094384 0.0 0.0 0.0 -0.57
C -5.108679 0.789969 -2.166867 0.0 0.0 0.0 -0.72
C -3.458616 0.871688 -0.355631 -0.1 -0.1 0.1 0.32
C 0.306527 2.844899 -3.921448 0.0 0.0 0.0 -0.64
C -3.127890 -1.096997 5.760080 0.0 0.0 0.0 -0.72
C -3.807669 0.108523 5.837942 0.0 0.0 0.0 -0.59
C 3.068834 2.603055 4.483211 0.0 0.0 0.0 -0.75
C -4.202336 1.784765 -2.873910 0.0 0.0 0.0 -0.37
C 0.108411 -3.003293 2.493461 -0.1 0.0 -0.1 -0.34
C -3.405070 1.193314 5.066274 0.0 0.0 0.0 -0.83
C -1.625813 -0.137601 4.143554 0.0 -0.1 0.0 0.19
C -2.323267 1.070929 4.213957 0.0 0.0 0.0 0.18
C 0.588765 3.993302 -3.213628 0.0 0.0 0.0 -0.61
C 2.194868 1.112277 2.796927 0.0 0.0 0.0 0.61
C 0.494016 -1.930334 3.293206 0.2 0.1 0.1 0.19
C 3.200444 1.951230 3.264988 0.0 0.0 0.0 -0.95
C -2.033897 -1.224526 4.915657 0.0 0.1 0.0 -0.67
C 0.946381 1.517578 4.812510 0.0 0.0 0.0 -0.52
C -3.667804 2.800576 -1.879609 0.0 0.0 0.0 -0.59
C 2.445241 0.455507 1.516444 0.0 0.0 0.0 -0.59
C 1.543584 -4.456773 3.758588 0.0 0.0 0.0 -0.54
C -0.047200 1.705538 -3.196858 0.0 0.0 0.0 1.02
C 1.932961 -3.388297 4.557729 0.0 -0.1 0.0 -0.78
C -0.112592 1.722912 -1.803292 0.0 0.0 0.0 -0.12
C 0.633040 -4.265926 2.728797 0.0 0.0 0.0 -0.74
C 1.049219 0.882874 3.584850 0.0 0.0 0.0 0.05
H -4.584814 -0.727423 -0.722901 0.0 0.0 0.0 0.26
H 1.815962 -1.502972 -0.377644 0.0 0.0 0.0 0.38
H -1.499828 -2.163592 4.867419 0.0 0.0 0.0 0.36
H -3.442315 -1.938750 6.361712 0.0 0.0 0.0 0.45
H -1.006085 -1.401605 -1.953924 0.0 0.0 0.0 0.43
H -4.655379 0.207006 6.502764 0.0 0.0 0.0 0.42
H -6.017547 1.270144 -1.799679 0.0 0.0 0.0 0.29
H -2.019183 1.913351 3.602872 0.0 0.0 0.0 0.50
H 0.176203 2.886640 -0.009448 0.0 0.0 0.0 0.45
H 0.363680 2.825816 -5.001298 0.0 0.0 0.0 0.47
H -3.373562 1.249301 -3.340009 0.0 0.0 0.0 0.09
H -4.454473 3.487055 -1.562645 0.0 0.0 0.0 0.42
H -2.855363 3.387528 -2.309809 0.0 0.0 0.0 0.31
H -4.751730 2.295801 -3.662283 0.0 0.0 0.0 0.42
H 3.473451 0.330529 1.187731 0.0 0.0 0.0 0.62
H 0.781864 4.926464 -1.285849 0.0 0.0 0.0 0.46
H -2.488888 2.583974 -0.101584 0.0 0.0 0.0 0.20
H 4.093950 2.095786 2.669781 0.0 0.0 0.0 0.52
H 1.841319 2.867662 6.216185 0.0 0.0 0.0 0.47
H 3.850561 3.264997 4.829085 0.0 0.0 0.0 0.44
H 0.087339 1.333957 5.443935 0.0 0.0 0.0 0.47
H 0.867395 4.891644 -3.746993 0.0 0.0 0.0 0.44
H 2.640336 -3.540788 5.361501 0.0 0.0 0.0 0.45
H -0.614168 -2.853715 1.697272 0.0 0.0 0.0 0.43
H 1.713924 -1.296655 4.954817 0.0 0.0 0.0 0.48
H -5.398826 -0.019711 -2.832693 0.0 0.0 0.0 0.44
H 1.951517 -5.441788 3.941385 0.0 0.0 0.0 0.43
H 0.329170 -5.101160 2.112358 0.0 0.0 0.0 0.46
H -3.938943 2.131789 5.129556 0.0 0.0 0.0 0.44

---

# 4
68
Properties=species:S:1:pos:R:3:forces:R:3:mulliken_charge:R:1 method="wB97M-V/def2-TZVPD" gap_ev="6.62 / 6.39" total_charge=+1 e_lumo_ev="-2.97 / -3.17"
Pd 0.798630 0.349792 -0.062680 -0.6 1.8 -0.8 -0.76
P -0.001539 0.717428 3.509851 0.1 -0.1 -0.8 -0.55
P -0.639030 -0.402861 -1.918811 -0.3 0.0 -0.6 1.71
N 2.728968 0.253302 3.867041 -0.1 0.0 -0.4 0.16
N -1.111571 3.191550 2.686361 0.3 -0.3 -0.4 0.20
N 0.028277 2.183161 1.104458 0.1 -0.8 -0.1 0.43
N -1.870923 -1.340882 3.015412 0.3 0.1 -0.3 0.20
N -0.365575 -1.146142 1.416722 0.3 0.7 0.2 0.41
N 2.181479 0.217901 1.735476 0.0 0.2 0.5 0.53
C 0.665780 -2.874688 -1.817594 0.1 -0.1 0.1 -0.81
C 1.287067 3.385724 -3.502855 0.0 0.0 0.1 -0.64
C -3.414785 -2.375537 -5.005921 -0.1 0.0 0.0 -0.45
C 1.737499 -3.724834 -1.597436 -0.2 0.1 0.1 -0.73
C -1.805494 3.480543 3.911068 -0.3 0.2 0.6 -0.88
C -0.396102 2.084879 2.352280 0.2 -0.2 0.3 0.12
C -1.719742 -1.217292 -3.151781 0.2 0.2 0.2 0.14
C -2.656412 -1.094449 4.193583 -0.4 0.1 0.5 -0.91
C -2.145062 -2.293847 2.085407 0.1 -0.2 -0.4 -0.86
C -3.941438 -1.780993 -3.871306 -0.1 0.0 -0.1 -0.72
C -0.787296 -0.649903 2.568913 0.3 0.0 0.3 0.18
C -0.254851 1.599566 -3.967674 0.1 0.0 0.2 -0.53
C -1.192578 -1.825589 -4.287096 -0.1 0.0 0.0 -0.09
C 0.385938 2.765777 -4.353979 0.0 0.1 -0.2 -0.65
C 2.156609 -0.976808 -1.741574 0.0 0.1 -0.6 0.00
C -1.200551 -2.163124 1.104813 -0.3 -0.2 0.1 -0.40
C 1.546511 2.874286 -2.231792 0.2 0.0 0.6 -0.46
C 3.497911 -0.056654 1.845676 0.2 0.0 0.3 -0.83
C -0.417902 3.361737 0.618713 -0.2 0.4 0.0 -0.50
C 3.853751 -0.040807 3.168143 0.3 -0.1 -0.3 -0.52
C 0.851269 -1.492944 -1.892474 0.1 0.2 -0.1 0.89
C 1.720824 0.400391 2.965527 -0.2 0.1 0.1 -0.22
C 3.007152 -3.206871 -1.395684 0.2 0.2 0.0 -0.72
C 0.025990 1.087548 -2.709172 -0.1 -0.2 0.3 1.18
C -2.043925 -2.403412 -5.211333 0.1 -0.1 -0.1 -0.81
C 2.637449 0.414812 5.293840 -0.1 0.0 0.6 -0.83
C -1.126312 4.002213 1.594979 0.0 0.1 -0.4 -0.80
C -3.094402 -1.201450 -2.943081 0.1 0.1 0.1 -0.36
C 0.893700 1.727869 -1.815557 -0.3 -1.4 0.6 -0.98
C 3.215540 -1.840635 -1.487309 0.0 -0.2 0.1 -0.90
H 4.800350 -0.215742 3.638781 0.1 0.0 0.2 0.43
H -1.373484 4.359859 4.395015 0.0 -0.1 0.0 0.33
H 2.250402 3.386331 -1.585933 0.0 0.0 0.0 0.52
H -1.740284 2.628483 4.586684 0.0 0.1 0.0 0.31
H 4.215722 -1.444266 -1.383150 0.1 0.0 0.0 0.55
H -0.327904 -3.282779 -1.959676 0.0 -0.1 0.0 0.44
H -4.075676 -2.811958 -5.738932 -0.1 -0.1 -0.1 0.41
H 1.803283 4.280972 -3.824117 0.0 0.0 0.0 0.42
H -0.123323 -1.843574 -4.446534 0.1 0.0 0.0 0.50
H -5.009301 -1.773661 -3.709791 -0.1 0.0 0.0 0.41
H -2.857285 3.681656 3.696137 0.1 -0.1 0.1 0.36
H -1.069829 -2.742835 0.212015 0.0 -0.1 -0.1 0.37
H 2.018433 -0.370114 5.733019 0.1 0.1 0.0 0.32
H -2.174413 -0.327898 4.800317 -0.1 -0.1 0.0 0.32
H 2.198724 1.386105 5.530628 0.1 -0.1 0.0 0.33
H 0.197946 3.185115 -5.331448 0.0 0.1 -0.1 0.42
H -1.637401 4.942261 1.592787 -0.1 0.2 0.0 0.48
H 3.839159 -3.863889 -1.192912 0.1 -0.1 0.0 0.42
H 4.109023 -0.242586 0.984096 0.1 0.0 -0.1 0.48
H 2.388680 0.068702 -1.968329 -0.1 -0.4 0.1 0.28
H 3.634379 0.357466 5.728535 -0.1 0.0 -0.1 0.32
H -0.967222 1.102866 -4.613307 0.0 0.0 -0.1 0.48
H -2.972428 -2.967351 2.184233 -0.1 -0.1 0.1 0.49
H -3.496046 -0.725301 -2.058383 0.0 0.0 0.1 0.39
H 1.579464 -4.792880 -1.560328 0.0 -0.1 0.0 0.41
H -2.754713 -2.005641 4.788779 0.1 0.1 -0.1 0.36
H -1.642439 -2.881531 -6.093605 0.0 0.0 -0.1 0.41
H -0.194380 3.677876 -0.381980 -0.1 0.1 -0.1 0.45
H -3.654290 -0.754446 3.904248 0.1 0.0 0.1 0.34